Entry from the OMol25 dataset: a 2-piece molecular cluster, C5H14 overall at a distorted geometry (wB97M-V/def2-TZVPD).

```
19
Properties=species:S:1:pos:R:3:lowdin_charge:R:1
C 0.855 -0.812 -2.123 -0.161
C -0.094 0.055 -2.964 -0.164
H 0.753 -0.671 -1.044 0.018
H 0.585 -1.853 -2.289 0.066
H 1.895 -0.542 -2.295 0.065
H -1.123 -0.112 -2.652 0.059
H 0.057 -0.140 -4.022 0.058
H 0.115 1.118 -2.811 0.059
C 0.248 0.490 1.525 -0.306
C -0.860 1.320 2.258 -0.104
C -0.100 -0.993 1.464 -0.148
H 0.274 0.886 0.512 0.077
H 1.205 0.629 2.021 0.093
H -1.334 1.994 1.551 0.061
H 0.703 -1.626 1.090 0.062
H -0.430 -1.392 2.425 0.068
H -0.419 1.854 3.093 0.061
H -1.625 0.633 2.620 0.060
H -0.979 -1.086 0.816 0.074
```

Calculated values
**Charge**: 0
**ΔE to the lowest compared entry with this formula, charge and spin**: 29.6 kJ/mol
**Kohn-Sham gap**: 12.6 eV